Record 1
{
  "formula": "C4H12NOS2",
  "method": "wB97M-V/def2-TZVPD",
  "symbols": ["C", "S", "S", "C", "C", "N", "C", "O", "H", "H", "H", "H", "H", "H", "H", "H", "H", "H", "H", "H"],
  "positions_angstrom": [[-0.64837, 1.73014, 2.50760], [0.40593, 1.85603, 1.06026], [-0.74946, 1.47487, -0.54589], [-0.79104, -0.32477, -0.70333], [0.55699, -0.97007, -0.99740], [1.37157, -0.98368, 0.23203], [0.39770, -2.37587, -1.56631], [-0.13306, -3.17986, -0.52121], [-1.55891, 2.30748, 2.34890], [-0.05368, 2.09530, 3.34495], [-0.98474, 0.74541, 2.84233], [-1.18843, -0.70185, 0.23672], [-1.57614, -0.56116, -1.41719], [1.00151, -0.37710, -1.75465], [1.03291, -1.60958, 0.93120], [1.31962, -0.02541, 0.65490], [2.36231, -1.20047, 0.10923], [-0.32900, -2.28584, -2.37186], [1.34023, -2.77814, -1.94447], [0.09288, -4.09532, -0.68154]],
  "smiles": "CSSC[C@@H]([NH3+])CO",
  "e_lumo_ev": -3.2,
  "e_homo_ha": -0.4774,
  "spin_multiplicity": 1,
  "homo_lumo_gap_ev": 9.837,
  "charge": 1
}

---

Record 2
{
  "formula": "C4H12NP",
  "method": "wB97M-V/def2-TZVPD",
  "symbols": ["C", "C", "C", "C", "N", "P", "H", "H", "H", "H", "H", "H", "H", "H", "H", "H", "H", "H"],
  "positions_angstrom": [[1.14791, 1.96092, -0.59240], [-1.35861, -0.01388, 2.40486], [1.02112, 0.74116, -1.48800], [0.55861, -0.57430, -0.68778], [-1.31397, -2.34917, -0.40121], [-1.33730, -0.72093, -0.37414], [2.16777, 2.05057, -0.23114], [0.87549, 2.86013, -1.06816], [0.47981, 1.80933, 0.33540], [-2.37796, -0.07011, 2.75170], [-1.15094, 0.95437, 1.90503], [-0.57462, -0.52326, 3.04467], [0.31245, 1.03254, -2.37906], [2.05086, 0.41862, -1.72217], [1.08888, -1.31358, -1.22255], [1.11491, -0.53310, 0.25273], [-0.54666, -2.83748, 0.07329], [-2.15775, -2.89182, -0.60108]],
  "e_lumo_ev": [0.4, 0.5],
  "e_homo_ha": [-0.2530, -0.2856],
  "spin_multiplicity": 1,
  "homo_lumo_gap_ev": [7.321, 8.227],
  "charge": 0
}

---

Record 3
{
  "formula": "C4H12NS",
  "method": "wB97M-V/def2-TZVPD",
  "symbols": ["C", "C", "C", "C", "S", "N", "H", "H", "H", "H", "H", "H", "H", "H", "H", "H", "H", "H"],
  "positions_angstrom": [[2.65816, 0.85008, -0.97264], [2.21580, 0.08513, 0.24581], [2.93756, -0.07399, 1.33682], [-0.99131, -0.10240, -0.50278], [-0.39827, -0.78068, -2.00317], [-4.43702, -0.35042, 1.35268], [2.98777, 0.11177, -1.71341], [1.85412, 1.31774, -1.55571], [3.31027, 1.65549, -0.65343], [1.28462, -0.46509, 0.07953], [2.59969, -0.66820, 2.18573], [3.84362, 0.47707, 1.56100], [-1.26489, 0.95545, -0.63574], [-1.85468, -0.74991, -0.35959], [-1.53165, -1.14887, -2.62896], [-4.98318, -1.13814, 1.07196], [-3.46778, -0.27397, 1.15353], [-4.76282, 0.29894, 2.03836]],
  "e_lumo_ev": -9.0,
  "e_homo_ha": -0.4649,
  "spin_multiplicity": 1,
  "homo_lumo_gap_ev": 3.655,
  "charge": 1
}

---

Record 4
{
  "formula": "C4H12NS",
  "method": "wB97M-V/def2-TZVPD",
  "symbols": ["C", "C", "C", "C", "N", "S", "H", "H", "H", "H", "H", "H", "H", "H", "H", "H", "H", "H"],
  "positions_angstrom": [[-0.25891, 0.28916, 1.43591], [-0.06628, 1.23523, -0.67808], [-1.60270, -0.48806, -0.50112], [0.73450, -0.95853, -0.40920], [-0.26501, -0.06161, 0.03244], [3.09737, 0.10313, -0.04231], [-0.04909, -0.57053, 2.09005], [0.47527, 0.99396, 1.75473], [-1.23222, 0.82577, 1.84917], [-0.09460, 0.96291, -1.70936], [-0.81240, 1.90481, -0.39081], [0.85999, 1.56562, -0.23222], [-2.39265, 0.31492, -0.67118], [-1.51415, -0.82854, -1.47134], [-2.10352, -1.23276, 0.08327], [1.14847, -1.77887, 0.17706], [0.74433, -1.07191, -1.49827], [3.33160, -1.20471, 0.18124]],
  "e_lumo_ev": [-5.6, -5.6],
  "e_homo_ha": [-0.4927, -0.4914],
  "spin_multiplicity": 1,
  "homo_lumo_gap_ev": [7.834, 7.757],
  "charge": 1
}

---

Record 5
{
  "formula": "C4H12NS",
  "method": "wB97M-V/def2-TZVPD",
  "symbols": ["C", "C", "C", "N", "H", "H", "H", "H", "H", "H", "H", "H", "C", "S", "H", "H", "H", "H"],
  "positions_angstrom": [[-0.46207, 1.96689, 1.70868], [-0.93194, 1.38657, 0.42352], [-1.93009, 1.76160, -0.33952], [-0.11066, 0.23926, -0.03889], [-1.15978, 2.73781, 2.02824], [-0.40596, 1.21625, 2.49597], [0.52517, 2.41720, 1.59968], [-2.15542, 1.26936, -1.27363], [-2.55396, 2.59071, -0.04352], [-0.08550, -0.49486, 0.68089], [0.86910, 0.46569, -0.25636], [-0.49665, -0.18608, -0.88277], [1.41615, -2.84668, -0.61283], [2.13461, -1.49115, -1.58647], [1.90261, -3.78927, -0.83663], [1.62307, -2.59849, 0.42570], [0.34268, -2.93956, -0.75649], [1.47866, -1.70527, -2.73559]],
  "e_lumo_ev": -3.4,
  "e_homo_ha": -0.4851,
  "spin_multiplicity": 1,
  "homo_lumo_gap_ev": 9.766,
  "charge": 1
}

---

Record 6
{
  "formula": "C4H12NS",
  "method": "wB97M-V/def2-TZVPD",
  "symbols": ["C", "C", "C", "C", "S", "N", "H", "H", "H", "H", "H", "H", "H", "H", "H", "H", "H", "H"],
  "positions_angstrom": [[1.93115, -1.49061, -1.25182], [0.72244, -1.31479, -2.11607], [0.62701, -1.62300, -3.39057], [-1.03655, 0.14645, 0.14890], [0.13927, 0.81105, 1.11927], [-1.95837, 2.03788, 3.29096], [1.77975, -2.26360, -0.49032], [2.18415, -0.57157, -0.71358], [2.80944, -1.83365, -1.79710], [-0.13936, -0.86675, -1.57912], [-0.28034, -1.45916, -3.95779], [1.46235, -2.01079, -3.95976], [-1.67193, 0.97813, -0.14581], [-1.54748, -0.65798, 0.67895], [-0.18962, 2.08661, 0.83632], [-2.04535, 1.41930, 2.50027], [-1.11111, 1.80119, 3.79082], [-2.75228, 1.95414, 3.91097]],
  "e_lumo_ev": -7.9,
  "e_homo_ha": -0.4891,
  "spin_multiplicity": 1,
  "homo_lumo_gap_ev": 5.430,
  "charge": 1
}

---

Record 7
{
  "formula": "C4H12NS",
  "method": "wB97M-V/def2-TZVPD",
  "symbols": ["C", "C", "C", "C", "N", "S", "H", "H", "H", "H", "H", "H", "H", "H", "H", "H", "H", "H"],
  "positions_angstrom": [[1.27415, 1.39404, -0.58622], [1.80646, -0.18611, 1.18540], [1.32035, -1.03129, -1.01992], [-4.42352, -1.80860, 0.02440], [1.01665, 0.03229, -0.06440], [-0.77541, -0.16942, 0.26573], [0.78410, 2.14897, 0.05495], [2.37634, 1.63676, -0.57321], [0.81999, 1.37083, -1.56102], [1.35963, -1.01225, 1.65310], [2.91484, -0.33550, 0.88341], [1.75764, 0.78375, 1.70763], [2.12648, -0.83286, -1.71524], [1.51220, -1.75801, -0.33214], [0.42248, -1.21227, -1.67192], [-4.43208, -2.73322, -0.52080], [-5.24170, -1.77705, 0.76569], [-3.69528, -1.15446, 0.22728]],
  "e_lumo_ev": [-7.6, -4.4],
  "e_homo_ha": [-0.4262, -0.5625],
  "spin_multiplicity": 1,
  "homo_lumo_gap_ev": [4.042, 10.901],
  "charge": 1
}

---

Record 8
{
  "formula": "C4H12NS",
  "method": "wB97M-V/def2-TZVPD",
  "symbols": ["C", "C", "N", "C", "C", "S", "H", "H", "H", "H", "H", "H", "H", "H", "H", "H", "H", "H"],
  "positions_angstrom": [[-0.08248, -0.55038, -2.03970], [0.27479, -0.51570, -0.56584], [1.48800, 0.34705, -0.35437], [-0.94144, -0.00478, 0.22845], [-0.67478, 0.80055, 1.50722], [0.06786, -0.22414, 2.83027], [-0.36484, 0.44512, -2.40345], [0.73568, -0.86245, -2.69312], [-0.93665, -1.20972, -2.15789], [0.52222, -1.50856, -0.20117], [1.40733, 1.29556, -0.72423], [1.67700, 0.42585, 0.65096], [2.34611, -0.09681, -0.70666], [-1.43248, -0.92580, 0.55060], [-1.64518, 0.54068, -0.40781], [0.14569, 1.49337, 1.33334], [-1.52817, 1.35214, 1.88533], [-1.05864, -0.80198, 3.26807]],
  "smiles": "C[C@@H]([NH3+])CCS",
  "e_lumo_ev": -3.6,
  "e_homo_ha": -0.4796,
  "spin_multiplicity": 1,
  "homo_lumo_gap_ev": 9.414,
  "charge": 1
}

---

Record 9
{
  "formula": "C4H12NS",
  "method": "wB97M-V/def2-TZVPD",
  "symbols": ["C", "C", "S", "C", "H", "H", "H", "H", "H", "H", "H", "H", "C", "N", "H", "H", "H", "H"],
  "positions_angstrom": [[0.30941, -1.70367, -2.24049], [0.00218, -0.58167, -1.26603], [-1.11880, 0.64840, -1.85765], [-1.27897, 1.49209, -0.27596], [1.10498, -2.35197, -1.86602], [0.68425, -1.22353, -3.15141], [-0.56837, -2.27750, -2.52645], [0.92510, -0.05598, -0.94743], [-0.40184, -0.99397, -0.33184], [-1.85115, 0.90173, 0.44257], [-0.24271, 1.56968, 0.10960], [-1.69936, 2.48416, -0.39736], [0.81382, -0.04234, 1.72597], [0.19147, 0.77767, 2.76931], [0.07488, -0.85996, 1.67205], [1.80944, 0.41432, 1.73001], [0.84257, 1.56137, 2.78282], [0.40307, 0.24119, 3.62832]],
  "e_lumo_ev": -7.7,
  "e_homo_ha": -0.4475,
  "spin_multiplicity": 1,
  "homo_lumo_gap_ev": 4.450,
  "charge": 1
}

---

Record 10
{
  "formula": "C4H12NS2",
  "method": "wB97M-V/def2-TZVPD",
  "symbols": ["C", "S", "S", "C", "C", "C", "N", "H", "H", "H", "H", "H", "H", "H", "H", "H", "H", "H", "H"],
  "positions_angstrom": [[-2.16002, -1.66529, -2.49208], [-1.71455, -1.53994, -0.73838], [0.33727, -1.56163, -0.83576], [0.90615, 0.09976, -0.47739], [1.10639, 0.40629, 1.00644], [1.43677, 1.87536, 1.30836], [-0.18931, 0.04676, 1.71375], [-3.02004, -2.31453, -2.61197], [-2.40440, -0.67690, -2.88251], [-1.32243, -2.08949, -3.04226], [1.87697, 0.23290, -0.96650], [0.30773, 0.88854, -0.93329], [1.86557, -0.25279, 1.41831], [0.61017, 2.42335, 1.74540], [2.32290, 1.98162, 1.92573], [1.60021, 2.37638, 0.35867], [-0.16227, 0.17327, 2.72336], [-0.39621, -0.93105, 1.46548], [-1.00091, 0.52739, 1.31466]],
  "smiles": "CSSC[C@@H](C)[NH3+]",
  "e_lumo_ev": -3.2,
  "e_homo_ha": -0.4700,
  "spin_multiplicity": 1,
  "homo_lumo_gap_ev": 9.558,
  "charge": 1
}

---

Record 11
{
  "formula": "C4H12NS2",
  "method": "wB97M-V/def2-TZVPD",
  "symbols": ["N", "C", "C", "C", "S", "S", "C", "H", "H", "H", "H", "H", "H", "H", "H", "H", "H", "H", "H"],
  "positions_angstrom": [[-2.31144, -2.11171, 1.94572], [1.37390, -0.86379, -1.24958], [0.31856, -1.98303, -1.13105], [1.03002, 0.35962, -1.80254], [0.85076, 0.39090, 0.32238], [-0.46191, 1.84438, 0.08828], [0.28674, 3.27409, 0.90093], [-3.15342, -1.91355, 2.61740], [-1.64493, -2.38069, 2.70392], [-2.02551, -1.15629, 1.69010], [2.36478, -1.14484, -1.39574], [0.62661, -2.68766, -0.38991], [0.12921, -2.44952, -2.17233], [-0.66130, -1.57979, -0.82654], [1.80385, 1.07207, -2.00429], [0.20429, 0.53290, -2.47949], [0.51338, 3.04065, 1.91919], [-0.39822, 4.14744, 0.84719], [1.15462, 3.60882, 0.41636]],
  "e_lumo_ev": -5.6,
  "e_homo_ha": -0.4891,
  "spin_multiplicity": 1,
  "homo_lumo_gap_ev": 7.722,
  "charge": 1
}

---

Record 12
{
  "formula": "C4H12NS2",
  "method": "wB97M-V/def2-TZVPD",
  "symbols": ["C", "C", "S", "S", "C", "C", "N", "H", "H", "H", "H", "H", "H", "H", "H", "H", "H", "H", "H"],
  "positions_angstrom": [[-0.33977, 0.34742, -2.57906], [-0.94924, -0.94428, -2.07624], [-0.15829, -1.58643, -0.56898], [-1.47174, -1.22639, 0.98288], [-0.78623, 0.22537, 1.80418], [0.67608, 0.15970, 2.19762], [1.57038, 0.46092, 1.00889], [-0.95405, 0.91905, -3.27462], [0.58650, 0.17227, -3.10910], [-0.10686, 0.99054, -1.72624], [-0.88043, -1.75345, -2.78402], [-2.02470, -0.86784, -1.90290], [-1.07890, 1.19316, 1.38710], [-1.32704, 0.24821, 2.76147], [0.89979, 0.92944, 2.93301], [0.91834, -0.80383, 2.63806], [1.73693, 1.46555, 0.98682], [2.50205, 0.06135, 1.15920], [1.18717, 0.00927, 0.16193]],
  "smiles": "CCSSCC[NH3+]",
  "e_lumo_ev": -3.4,
  "e_homo_ha": -0.4758,
  "spin_multiplicity": 1,
  "homo_lumo_gap_ev": 9.547,
  "charge": 1
}

---

It is found that the relative energy (zero: lowest compared OMol25 entry of this formula, charge and spin) values, taken in the order of the records, are 2.8 86.1 156.2 97.3 20.2 107.3 131.9 7.1 116.2 0.0 89.7 4.0 kcal per mole.
It is found that the DFT total energy values, taken in the order of the records, are -29544.35025 -15118.07746 -16654.88626 -16657.43986 -16660.78148 -16657.00724 -16655.94064 -16661.35327 -16656.62113 -27496.98280 -27493.09444 -27496.80794 eV.